No. 1
85
Properties=species:S:1:pos:R:3 method="wB97M-V/def2-TZVPD" multiplicity=2 de_lowest_kj_mol=31.88 fmax_ev_per_a=1.62 energy_ev=-142234.80668 total_charge=+3 homo_ev="-14.23 / -14.22"
N 0.307 -5.135 2.122
C -3.856 0.243 -1.292
C -1.427 1.426 -1.640
N -1.477 0.189 -1.034
H -6.061 -3.741 4.550
H -3.556 1.930 2.970
C -3.736 -4.657 3.719
C 0.134 -1.105 2.998
H -4.789 -0.290 -1.176
C 3.686 2.057 -0.349
C 0.370 -6.294 2.956
N -0.728 1.177 1.333
H 3.157 2.999 -0.438
C 5.654 0.739 -0.755
C -3.816 1.523 -1.792
H 0.156 -0.047 3.189
C 3.079 0.940 0.214
H -1.572 -6.379 6.385
C 0.223 -3.816 2.496
C 3.167 -0.895 -3.923
H -4.730 2.038 -2.063
C 0.116 -3.359 3.815
Br 7.394 0.596 -1.418
H 3.381 -0.090 -4.614
H 3.871 -4.173 -3.488
C -5.598 -4.274 5.379
C -2.529 2.043 2.651
C 3.748 -0.274 0.302
N 0.211 -1.519 1.712
H -5.557 -3.603 6.238
H 5.586 -1.301 -0.091
H 5.462 2.813 -1.279
C -2.671 -0.379 -0.888
H 0.249 3.909 3.079
C 2.330 -0.696 -2.819
H 1.732 1.250 -3.528
C 0.077 -1.998 4.046
H 2.392 -3.832 -1.520
H 0.079 -4.059 4.636
C -0.425 3.147 2.711
H -2.170 -5.101 2.330
C -0.135 1.901 -1.938
C 0.245 -2.852 1.488
C 0.044 3.150 -2.461
H -6.250 -5.107 5.646
H 2.177 2.762 1.768
C 4.978 1.953 -0.836
C -1.695 -5.761 4.327
H -0.969 4.936 -3.125
H -0.154 -7.081 4.683
Re 0.271 -0.228 0.014
C -3.421 -5.397 5.963
H 1.031 3.525 -2.702
N 1.724 1.045 0.711
C 5.043 -0.371 -0.177
C -4.229 -4.769 5.012
C 0.044 2.174 1.837
C -1.747 3.093 3.112
O 1.124 -7.171 2.627
C -2.482 -5.145 3.363
C -1.992 1.111 1.782
H -2.153 3.833 3.787
C -2.564 2.159 -1.978
C -1.104 3.943 -2.719
C -2.173 -5.885 5.632
C 1.625 0.544 -2.706
C 2.051 -1.767 -1.943
N -0.409 -6.314 4.074
C 3.726 -2.139 -4.150
Cl 4.755 -2.381 -5.487
H -2.696 -1.365 -0.435
H 0.794 -5.336 1.261
H 0.293 -3.164 0.457
H 3.290 -1.128 0.782
H 0.019 -1.619 5.057
H -3.233 4.057 -2.772
C -2.369 3.457 -2.516
O 1.304 -1.621 -0.842
H -2.582 0.269 1.458
C 1.416 2.062 1.444
H -4.357 -4.213 2.950
N 0.803 0.832 -1.751
C 3.435 -3.203 -3.287
C 2.610 -3.017 -2.197
H -3.778 -5.518 6.977

No. 2
170
Properties=species:S:1:pos:R:3 method="wB97M-V/def2-TZVPD" multiplicity=2 de_lowest_kj_mol=92.56 fmax_ev_per_a=3.06 energy_ev=-78630.24490 total_charge=-1 homo_ev="0.55 / -7.00"
H 3.655 -2.857 -4.433
C 2.084 0.444 0.027
C 1.608 0.513 -1.439
C -1.892 -0.573 -1.524
H 5.310 3.851 0.219
H 0.247 -1.719 -5.043
C 4.896 -2.826 -0.899
C -4.014 -0.735 1.988
H -2.410 0.622 -7.251
C 1.041 -1.953 -4.334
H -4.753 2.185 0.674
H 1.638 -2.295 4.904
H -0.834 2.300 -6.647
H -1.339 2.997 2.007
C 0.719 -3.499 2.677
H -0.229 1.673 -1.196
H 0.794 0.634 7.897
H -8.598 -1.377 2.459
H 0.248 -2.404 0.116
N 4.389 0.358 -4.032
H 2.905 -0.131 5.687
H -7.460 3.758 -3.237
H -2.240 1.730 1.294
C -0.073 1.544 -6.451
H 0.702 0.892 2.723
O -5.363 -0.546 1.663
H -5.974 5.292 2.084
H 1.870 3.883 -4.643
O 0.845 -4.092 1.348
H 5.778 0.827 -1.165
H 6.376 -0.982 0.299
H -2.147 3.214 0.429
C 0.099 -3.473 0.264
C -2.249 2.811 1.437
H 2.360 0.060 8.421
H 1.013 -2.461 2.519
O -3.438 3.134 2.133
H 0.421 4.308 -5.579
C 6.532 1.361 -0.587
H 3.027 -0.103 0.008
N 7.093 -0.535 0.852
C -5.986 3.134 2.031
H 4.624 -0.348 2.434
H 4.267 -0.805 4.067
N -8.291 3.660 -2.671
N 6.361 -2.305 2.972
H 6.746 -1.914 2.123
H -4.646 3.800 0.522
C -7.204 1.852 -1.405
H -1.287 -0.777 -7.487
H 1.846 -0.501 -1.759
H 1.140 -2.984 -3.996
N 2.117 1.410 -5.158
H 5.194 -2.109 -1.663
H 0.808 -3.703 5.455
H 1.361 -0.044 0.681
C 7.666 0.406 -0.024
H 6.561 -0.018 1.537
H -7.839 1.122 -1.906
H -7.151 -0.945 -0.162
H -7.227 4.495 3.015
H 0.019 0.728 -2.779
H -4.945 0.295 -1.123
N 2.468 1.404 -2.114
C 0.856 2.127 -5.345
O -0.574 -0.316 -1.051
H -0.203 -0.499 2.795
H 0.594 1.898 5.638
H 6.310 -2.233 -4.965
C 1.630 -4.091 3.710
H 5.267 -4.171 1.407
H 3.150 -1.230 2.726
O 5.942 1.910 0.595
C -7.406 -1.531 0.721
H 2.026 -5.948 4.784
H 2.633 -4.056 3.285
C 4.875 2.876 0.438
N 1.589 -3.303 4.955
N 3.347 1.579 6.770
N -8.055 -2.779 0.267
C 1.357 1.220 5.254
H 2.030 1.468 -3.022
C -4.642 3.057 1.320
H 3.653 -3.367 1.403
C 1.263 3.619 -5.509
H 4.126 1.576 6.127
N -6.240 2.145 3.045
H -8.881 3.115 0.577
H -5.954 1.239 2.701
H -9.871 2.757 -0.760
H 9.004 -1.166 -0.802
C 1.348 -5.542 4.033
H -0.324 -3.551 2.990
H -0.909 0.936 3.526
H 3.816 -2.900 -1.018
O -5.921 1.819 -2.078
C 4.542 -0.855 -4.825
H -8.348 -3.186 1.144
C 8.469 -0.273 -1.127
H 0.352 1.273 -7.417
C 4.726 -3.233 1.534
H -5.503 2.301 3.717
C 3.456 -1.800 -4.261
H -2.371 0.405 -1.563
H 1.163 -0.847 7.299
H -0.921 -3.668 0.596
H 4.606 -3.186 3.637
H 0.120 -4.037 -0.669
H -5.388 -2.481 0.999
C -6.087 -1.790 1.471
C -5.399 0.532 -2.085
H 7.743 -0.648 -1.848
H -1.922 -0.986 -2.533
H 4.189 2.576 -0.354
C 2.370 0.614 6.276
H 3.306 0.912 -2.390
H 4.383 -0.646 -5.883
H -6.397 -2.126 2.461
H -8.033 0.142 1.944
H 7.065 2.128 -1.149
H 0.304 2.004 -4.413
H 3.333 -1.727 -3.180
H -7.083 3.914 -0.970
H -2.480 -1.172 -0.829
C -6.172 4.449 2.746
O 0.748 0.123 4.565
H 0.423 -5.676 4.594
C -7.881 3.278 -1.354
H -7.474 -3.435 -0.236
H 9.162 0.307 -1.737
H -9.425 4.485 -0.529
H -6.798 2.832 1.371
H 1.890 3.837 -6.374
H 6.673 -3.262 2.891
H 1.369 -6.140 3.122
O 2.179 -1.421 -4.928
H 5.305 -3.824 -1.063
H 2.727 1.532 -5.954
H -3.754 -1.438 2.779
H 6.640 -0.512 -5.104
H -3.353 -1.067 1.187
H -3.571 0.224 2.258
C 4.192 -1.147 3.035
H 2.211 1.451 0.425
H -6.132 -0.161 -2.497
H -7.050 1.574 -0.362
C -9.094 3.451 -0.438
C -8.436 -0.792 1.553
H 8.341 0.973 0.617
H 4.924 1.140 -4.382
H 3.744 1.303 7.656
C 0.120 0.769 -1.695
H 0.763 -1.354 -3.466
C 0.020 0.379 3.401
H 3.483 0.735 -4.270
H 1.882 0.428 -5.179
H -8.763 2.866 -3.080
C 6.034 -1.251 -4.580
H -9.443 -0.648 1.161
H 4.309 2.937 1.367
C -1.776 -0.121 -6.766
H -5.593 4.633 3.651
C 1.673 0.076 7.574
H -4.524 0.702 -2.712
H 6.236 -1.363 -3.514
H -2.357 -0.634 -6.000
H 1.967 1.711 4.496
O -0.849 0.496 -5.880
O 5.198 -2.449 0.399
C 4.965 -2.475 2.893